Entry from the OMol25 dataset: a 21-piece molecular cluster, C105H105N21 overall at a distorted geometry (ωB97M-V with the def2-TZVPD basis set).

XYZ file:
```
231
Properties=species:S:1:pos:R:3
N 0.944 -4.495 -1.170
C 1.593 -5.473 -0.497
C 2.813 -5.984 -0.877
C 3.442 -5.595 -2.048
C 2.822 -4.520 -2.706
C 1.594 -4.045 -2.206
H 1.043 -5.935 0.378
H 3.189 -6.813 -0.302
H 4.294 -6.114 -2.493
H 3.112 -4.054 -3.656
H 1.126 -3.259 -2.863
N 1.801 3.877 1.981
C 2.710 4.646 1.392
C 3.248 4.439 0.117
C 2.684 3.452 -0.676
C 1.660 2.709 -0.051
C 1.355 2.864 1.266
H 2.960 5.652 1.885
H 3.866 5.175 -0.305
H 2.973 3.428 -1.708
H 1.358 1.860 -0.600
H 0.668 2.185 1.718
N -4.748 1.082 1.733
C -5.794 1.766 1.303
C -6.981 1.165 0.730
C -6.960 -0.214 0.691
C -5.954 -0.930 1.309
C -4.798 -0.276 1.720
H -5.724 2.808 1.272
H -7.785 1.817 0.361
H -7.736 -0.796 0.177
H -6.133 -2.041 1.341
H -3.929 -0.870 2.096
N -2.652 -9.127 0.851
C -1.959 -8.097 0.451
C -1.923 -6.849 1.064
C -2.624 -6.671 2.257
C -3.458 -7.687 2.655
C -3.422 -8.917 1.927
H -1.387 -8.206 -0.459
H -1.317 -6.001 0.720
H -2.502 -5.734 2.840
H -4.183 -7.465 3.462
H -4.035 -9.749 2.222
N 1.626 2.904 7.431
C 1.978 3.582 6.333
C 3.063 3.257 5.499
C 3.796 2.150 5.820
C 3.527 1.459 6.988
C 2.388 1.842 7.730
H 1.466 4.492 6.146
H 3.314 3.923 4.708
H 4.612 1.917 5.192
H 4.186 0.669 7.339
H 2.181 1.261 8.621
N -2.330 0.401 4.201
C -1.027 0.666 4.368
C -0.408 0.779 5.573
C -1.216 0.694 6.717
C -2.528 0.471 6.549
C -3.087 0.254 5.295
H -0.582 0.889 3.391
H 0.641 0.944 5.534
H -0.729 0.823 7.652
H -3.232 0.412 7.408
H -4.121 -0.023 5.181
N 8.115 0.022 1.689
C 9.226 -0.009 2.416
C 9.737 -1.076 3.193
C 9.104 -2.316 3.040
C 8.040 -2.399 2.156
C 7.529 -1.215 1.628
H 9.787 0.960 2.433
H 10.640 -1.049 3.767
H 9.464 -3.278 3.474
H 7.536 -3.280 1.934
H 6.737 -1.297 0.935
N 2.049 2.120 -4.388
C 1.674 1.111 -3.604
C 2.433 -0.026 -3.477
C 3.757 -0.050 -3.970
C 4.203 1.050 -4.713
C 3.290 2.058 -4.958
H 0.692 1.206 -3.120
H 1.885 -0.993 -3.164
H 4.369 -0.930 -3.935
H 5.265 1.133 -4.962
H 3.548 2.978 -5.446
N -3.705 -3.079 0.345
C -2.593 -3.190 -0.467
C -2.522 -4.051 -1.568
C -3.579 -4.925 -1.785
C -4.671 -4.827 -1.015
C -4.730 -3.895 0.046
H -1.742 -2.578 -0.265
H -1.542 -4.134 -2.065
H -3.437 -5.656 -2.568
H -5.556 -5.425 -1.160
H -5.561 -3.919 0.658
N 0.955 -2.438 -5.221
C 0.945 -1.248 -5.872
C -0.178 -0.633 -6.382
C -1.394 -1.293 -6.302
C -1.414 -2.530 -5.709
C -0.199 -3.016 -5.166
H 1.944 -0.774 -5.959
H -0.075 0.297 -6.852
H -2.377 -0.759 -6.659
H -2.358 -3.145 -5.594
H -0.265 -3.940 -4.608
N -2.898 2.168 -5.725
C -1.669 2.414 -5.325
C -0.685 2.905 -6.182
C -0.999 3.131 -7.475
C -2.247 2.867 -7.960
C -3.141 2.315 -7.089
H -1.354 2.314 -4.326
H 0.269 3.110 -5.735
H -0.260 3.530 -8.146
H -2.556 2.940 -8.968
H -4.188 2.073 -7.438
N -1.845 6.828 -5.993
C -1.520 7.304 -4.793
C -2.216 6.983 -3.628
C -3.252 6.045 -3.730
C -3.557 5.546 -4.970
C -2.865 5.996 -6.063
H -0.723 8.062 -4.687
H -2.024 7.447 -2.623
H -3.704 5.621 -2.841
H -4.292 4.786 -5.160
H -3.111 5.529 -7.016
N 5.186 -2.284 -1.313
C 4.086 -1.641 -0.778
C 4.024 -0.284 -0.520
C 5.162 0.434 -0.826
C 6.275 -0.149 -1.402
C 6.288 -1.520 -1.549
H 3.199 -2.229 -0.618
H 3.175 0.200 -0.097
H 5.181 1.427 -0.443
H 7.128 0.471 -1.615
H 7.140 -2.117 -1.921
N -7.318 -0.818 -3.438
C -6.880 0.022 -4.394
C -5.539 0.392 -4.436
C -4.574 -0.120 -3.538
C -5.096 -1.027 -2.593
C -6.449 -1.314 -2.593
H -7.557 0.229 -5.157
H -5.289 1.108 -5.199
H -3.570 0.149 -3.614
H -4.491 -1.517 -1.807
H -6.822 -2.182 -1.972
N 0.573 -4.482 3.382
C -0.222 -3.743 2.576
C -1.154 -2.827 3.063
C -1.417 -2.720 4.419
C -0.638 -3.451 5.262
C 0.363 -4.276 4.691
H 0.094 -3.760 1.518
H -1.725 -2.180 2.445
H -2.218 -2.042 4.735
H -0.810 -3.432 6.333
H 0.898 -4.858 5.399
N -1.453 5.209 2.331
C -1.278 5.966 3.446
C -1.611 5.492 4.675
C -2.414 4.359 4.722
C -2.677 3.597 3.599
C -2.096 4.073 2.411
H -0.692 6.904 3.229
H -1.455 6.031 5.633
H -2.777 3.977 5.700
H -3.283 2.679 3.725
H -2.046 3.420 1.570
N 1.953 6.289 -2.383
C 1.833 7.071 -1.274
C 0.869 6.869 -0.279
C 0.009 5.825 -0.495
C -0.087 5.168 -1.724
C 0.983 5.375 -2.601
H 2.482 7.922 -1.248
H 0.737 7.591 0.516
H -0.792 5.613 0.182
H -0.908 4.469 -1.886
H 1.200 4.689 -3.477
N -3.977 3.783 -1.089
C -4.765 3.071 -1.866
C -6.106 3.342 -2.085
C -6.589 4.465 -1.492
C -5.784 5.369 -0.781
C -4.475 4.946 -0.564
H -4.349 2.255 -2.501
H -6.692 2.757 -2.794
H -7.591 4.701 -1.798
H -6.231 6.267 -0.366
H -3.797 5.585 -0.049
N 2.204 -0.027 3.047
C 2.082 -1.264 3.556
C 3.112 -2.080 3.944
C 4.417 -1.619 3.757
C 4.626 -0.437 3.108
C 3.466 0.414 2.827
H 1.030 -1.513 3.602
H 2.872 -3.051 4.324
H 5.204 -2.244 4.128
H 5.572 -0.051 2.910
H 3.582 1.413 2.457
N 6.429 -5.295 2.613
C 5.229 -4.681 2.743
C 3.981 -5.304 3.033
C 4.038 -6.674 3.227
C 5.203 -7.370 3.034
C 6.349 -6.642 2.789
H 5.282 -3.632 2.453
H 3.062 -4.771 2.977
H 3.050 -7.140 3.474
H 5.214 -8.379 3.271
H 7.248 -7.283 2.780
N -0.261 -1.069 -1.848
C -1.420 -0.406 -2.043
C -2.138 0.289 -1.015
C -1.620 0.248 0.288
C -0.475 -0.445 0.467
C 0.157 -1.045 -0.617
H -1.734 -0.411 -3.080
H -2.932 0.956 -1.281
H -2.080 0.777 1.136
H 0.048 -0.522 1.429
H 1.104 -1.579 -0.346
```

The value obtained for the relative energy (zero: lowest compared OMol25 entry of this formula, charge and spin) is 17.8 kcal/mol. The spin multiplicity is 1. Its frontier orbital gap is 9.29 eV.

Löwdin population analysis, charges in e, atoms 1 to 4: N 0.065; C -0.151; C -0.090; C -0.054

Entry from the OMol25 dataset: C10H10BN7Pd as an isolated structure at a distorted geometry (ωB97M-V with the def2-TZVPD basis set).

XYZ file:
```
29
Properties=species:S:1:pos:R:3
Pd -0.197 -0.979 0.924
C 3.516 -1.077 -1.002
C 2.756 -1.510 0.076
N 1.622 -0.799 0.108
N 1.593 0.024 -0.970
C 2.744 -0.122 -1.644
B 0.331 0.853 -1.129
N -0.824 -0.290 -0.786
C -2.006 -0.500 -1.223
C -3.071 -1.207 -0.569
C -3.028 -1.602 0.816
N -2.064 -1.230 1.546
N 0.088 1.727 0.100
C 0.023 3.044 0.345
C -0.264 3.228 1.686
C -0.382 1.949 2.222
N -0.149 1.053 1.261
H 4.498 -1.418 -1.280
H 2.963 -2.271 0.812
H 2.948 0.468 -2.523
H 0.148 1.356 -2.187
H -2.216 -0.045 -2.194
H -4.016 -1.287 -1.095
H -3.881 -2.124 1.262
H 0.193 3.764 -0.440
H -0.361 4.163 2.210
H -0.605 1.643 3.231
N -0.172 -3.954 0.048
C -0.184 -2.856 0.397
```

The spin multiplicity is 1. Its frontier orbital gap (spin up / spin down) is 4.66 / 4.70 eV. As for the charge: +2.

Löwdin population analysis, charges in e, atoms 1 to 4: Pd 1.251; C 0.018; C -0.051; N -0.107

Entry from the OMol25 dataset: C10H10BrClO4Rh as an isolated structure at a distorted geometry (ωB97M-V with the def2-TZVPD basis set).

XYZ file:
```
27
Properties=species:S:1:pos:R:3
C -1.577 -0.899 -0.277
C -2.035 -1.415 0.974
C -2.266 -0.320 1.867
H -2.194 -2.454 1.253
C -1.982 0.891 1.139
C -1.578 0.516 -0.191
H -1.298 1.182 -1.008
H -1.354 -1.469 -1.166
H -2.661 -0.389 2.879
H -2.055 1.891 1.569
Rh -0.388 -0.303 1.218
Br 2.018 -0.341 0.178
C 2.211 0.641 -2.398
C 1.202 1.435 -3.007
C 0.233 0.559 -3.578
H 1.196 2.521 -3.042
C 0.644 -0.787 -3.324
C 1.866 -0.746 -2.609
H 2.441 -1.602 -2.272
H 3.081 1.013 -1.866
H -0.651 0.861 -4.132
H 0.136 -1.691 -3.645
O 0.435 -1.135 4.553
Cl 1.007 0.172 4.347
O 0.177 1.177 4.965
O 2.375 0.250 4.775
O 1.015 0.442 2.796
```

The value obtained for the relative energy (zero: lowest compared OMol25 entry of this formula, charge and spin) is 1.4 kcal/mol. The spin multiplicity is 5. Its frontier orbital gap (spin up / spin down) is 6.88 / 5.73 eV. As for the charge: -1.

Löwdin population analysis, charges in e, atoms 1 to 4: C -0.268; C -0.245; C -0.255; H 0.104

Entry from the OMol25 dataset: one molecule with the formula C10H10BrNO at a distorted geometry (ωB97M-V with the def2-TZVPD basis set).

XYZ file:
```
23
Properties=species:S:1:pos:R:3
C -2.390 -2.289 0.963
C -2.638 -1.092 0.324
C -1.141 -2.485 1.521
C -1.695 -0.148 0.159
C -0.238 -1.455 1.530
C -0.414 -0.233 0.809
C 2.488 -0.120 -1.342
C 0.687 2.074 -0.122
C 0.819 1.695 -1.565
C 0.521 0.844 0.744
N 2.181 1.003 -1.802
O 3.172 -1.061 -1.429
Br 2.130 0.563 1.973
H -3.064 -3.055 1.058
H -3.643 -0.884 -0.243
H -0.771 -3.405 2.058
H -1.948 0.795 -0.527
H 0.777 -1.505 2.111
H 1.632 2.526 0.138
H -0.083 2.829 -0.216
H 0.069 1.040 -1.936
H 0.802 2.680 -1.948
H 2.747 1.684 -2.257
```

The spin multiplicity is 3. Its frontier orbital gap (spin up / spin down) is 7.04 / 8.63 eV.

Löwdin population analysis, charges in e, atoms 1 to 4: C -0.089; C -0.125; C -0.092; C -0.068

Entry from the OMol25 dataset: an isolated ion of composition C10H10ClN2O and charge +1 at a distorted geometry (ωB97M-V with the def2-TZVPD basis set).

XYZ file:
```
24
Properties=species:S:1:pos:R:3
Cl 2.095 -1.121 0.410
C 1.033 -0.401 -0.887
O 0.371 0.814 -0.389
C -0.298 0.807 0.835
C 0.389 1.098 2.007
C -0.315 1.212 3.194
C -1.692 1.049 3.210
C -2.371 0.762 2.035
C -1.678 0.634 0.843
C 1.853 -0.040 -2.127
C 1.288 -0.612 -3.365
N 0.448 -1.584 -3.392
C -0.092 -2.040 -2.267
N 0.035 -1.422 -1.119
H 1.454 1.264 1.982
H 0.211 1.448 4.105
H -2.238 1.160 4.134
H -3.444 0.649 2.045
H -2.201 0.449 -0.084
H 2.892 -0.367 -2.004
H 1.891 1.051 -2.209
H 1.598 -0.207 -4.320
H -0.718 -2.922 -2.335
H -0.512 -1.683 -0.303
```

The value obtained for the relative energy (zero: lowest compared OMol25 entry of this formula, charge and spin) is 0.0 kcal/mol. The spin multiplicity is 1. Its frontier orbital gap is 6.72 eV. Its SMILES is Cl[C@@]1(Oc2ccccc2)CC=NC=[NH+]1. As for the charge: +1.

Löwdin population analysis, charges in e, atoms 1 to 4: Cl 0.775; C -0.690; O -0.043; C -0.308

Entry from the OMol25 dataset: a 2-piece molecular cluster, C10H10ClN2OS overall at a distorted geometry (ωB97M-V with the def2-TZVPD basis set).

XYZ file:
```
25
Properties=species:S:1:pos:R:3
C -0.608 0.615 1.799
C -1.933 -0.547 0.256
C -1.667 1.473 1.927
C -2.885 0.454 0.317
C -0.727 -0.422 0.931
C 1.160 -2.008 1.524
C 0.456 -1.255 0.602
C 2.032 1.528 0.148
C 1.915 -2.345 -0.727
C 0.733 -0.556 -1.741
N -2.751 1.381 1.230
N 0.906 -1.464 -0.698
O 1.927 2.794 0.354
S 2.390 -2.930 0.800
Cl 3.152 0.844 1.287
H 0.352 0.802 2.241
H -2.282 -1.416 -0.393
H -1.514 2.202 2.697
H -3.756 0.722 -0.370
H 1.150 -1.910 2.589
H 2.460 -2.624 -1.518
H -0.199 -0.640 -2.234
H 0.703 0.497 -1.272
H 1.622 -0.584 -2.346
H 1.308 3.274 -0.364
```

The value obtained for the relative energy (zero: lowest compared OMol25 entry of this formula, charge and spin) is 40.9 kcal/mol. The spin multiplicity is 1. Its frontier orbital gap is 8.52 eV. As for the charge: +1.

Löwdin population analysis, charges in e, atoms 1 to 4: C -0.033; C -0.015; C -0.131; C -0.122

Entry from the OMol25 dataset: C10H10ClNO2Sn as an isolated structure at a distorted geometry (ωB97M-V with the def2-TZVPD basis set).

XYZ file:
```
25
Properties=species:S:1:pos:R:3
Cl -3.539 0.906 -1.591
C 0.804 -2.064 -1.513
C 1.953 -1.317 -1.110
C 1.850 -0.011 -1.712
H 2.826 -1.763 -0.630
C 0.617 0.069 -2.453
C -0.022 -1.216 -2.304
H -0.975 -1.487 -2.751
H 0.697 -3.144 -1.389
H 2.574 0.787 -1.607
C -0.028 1.296 -2.984
Sn -0.022 -0.019 -0.193
C 0.637 -2.276 1.853
C -2.740 -0.640 0.269
O 0.524 -2.634 2.934
O -3.560 -0.845 1.062
H 0.305 2.178 -2.437
H -1.119 1.265 -2.881
H 0.228 1.436 -4.034
C -0.218 1.628 4.401
C -0.120 1.310 3.002
N 0.043 1.377 1.843
H -1.021 2.348 4.530
H 0.724 2.077 4.702
H -0.416 0.737 4.989
```

The value obtained for the relative energy (zero: lowest compared OMol25 entry of this formula, charge and spin) is 23.5 kcal/mol. The spin multiplicity is 1. Its frontier orbital gap (spin up / spin down) is 5.84 / 7.23 eV. As for the charge: +2.

Löwdin population analysis, charges in e, atoms 1 to 4: Cl 0.280; C -0.125; C -0.126; C -0.105

Entry from the OMol25 dataset: C10H10CoF6N8O5S3 as an isolated structure (ωB97M-V with the def2-TZVPD basis set).

XYZ file:
```
43
Properties=species:S:1:pos:R:3
Co -1.044 0.198 -0.730
N -1.631 1.065 -2.642
N -1.560 2.491 -2.506
C -2.064 2.950 -1.320
N -1.587 4.168 -0.940
S -3.194 2.093 -0.457
H -1.292 0.832 -3.570
H -2.621 0.828 -2.609
H -0.607 2.790 -2.671
H -0.600 4.320 -1.102
H -1.870 4.414 -0.004
F 4.100 2.068 -1.178
C 2.953 1.876 -1.815
F 3.189 1.079 -2.864
F 2.528 3.052 -2.294
S 1.640 1.102 -0.705
O 0.551 2.060 -0.761
O 1.387 -0.170 -1.338
N 2.328 0.921 0.683
S 2.580 2.187 1.634
O 3.657 1.876 2.519
O 2.552 3.449 0.943
C 1.105 2.232 2.739
F -0.012 2.484 2.063
F 0.971 1.091 3.400
F 1.289 3.221 3.626
O -1.955 -1.667 -1.482
N -1.576 -2.693 -0.772
C -2.471 -3.332 0.002
C -2.087 -4.403 0.781
C -0.766 -4.815 0.783
C 0.144 -4.125 -0.001
C -0.279 -3.064 -0.771
H -3.465 -2.915 -0.042
H -2.829 -4.881 1.405
H -0.435 -5.619 1.424
H 1.196 -4.367 0.015
H 0.364 -2.436 -1.368
N 1.707 -3.730 2.976
C 0.894 -2.901 2.907
N -0.082 -2.028 2.930
C -0.359 -1.235 1.949
N -0.749 -0.469 1.161
```

The value obtained for the relative energy (zero: lowest compared OMol25 entry of this formula, charge and spin) is 24.6 kcal/mol. The spin multiplicity is 3. Its frontier orbital gap (spin up / spin down) is 7.00 / 6.20 eV. As for the charge: -1.

Löwdin population analysis, charges in e, atoms 1 to 4: Co 0.210; N -0.013; N -0.066; C -0.932

Entry from the OMol25 dataset: C10H10InN5S3 as an isolated structure (ωB97M-V with the def2-TZVPD basis set).

XYZ file:
```
29
Properties=species:S:1:pos:R:3
In 0.008 -0.531 1.267
C 2.997 3.783 -0.122
C 1.674 3.590 0.510
N 0.929 4.497 1.048
N -0.177 3.845 1.503
C -0.154 2.549 1.264
S -1.384 1.406 1.641
N 1.026 2.356 0.623
N 1.463 1.099 0.195
H 3.242 4.841 -0.083
H 2.985 3.467 -1.166
H 3.774 3.232 0.411
H -0.907 4.370 1.969
H 1.441 1.055 -0.825
H 2.426 0.952 0.501
S 1.429 -2.240 2.193
C 0.682 -3.024 0.802
N -0.157 -2.293 0.074
C -0.715 -3.009 -0.987
C -1.631 -2.551 -1.927
C -2.052 -3.435 -2.899
C -1.576 -4.751 -2.942
C -0.668 -5.214 -2.011
C -0.244 -4.323 -1.031
S 0.880 -4.618 0.273
H -2.011 -1.537 -1.896
H -2.767 -3.108 -3.641
H -1.928 -5.419 -3.716
H -0.304 -6.232 -2.044
```

The spin multiplicity is 1. Its frontier orbital gap is 7.34 eV. As for the charge: +2.

Löwdin population analysis, charges in e, atoms 1 to 4: In 0.698; C 0.032; C -0.272; N 0.189

Entry from the OMol25 dataset: a 2-piece molecular cluster, C10H10N2 overall at a distorted geometry (ωB97M-V with the def2-TZVPD basis set).

XYZ file:
```
22
Properties=species:S:1:pos:R:3
C -5.238 -1.014 0.574
C -6.321 -1.733 0.140
C -7.584 -1.296 0.502
N -7.767 -0.143 1.176
C -6.703 0.456 1.748
C -5.422 0.130 1.402
H -4.250 -1.347 0.229
H -6.228 -2.644 -0.467
H -8.486 -1.712 0.035
H -6.995 1.213 2.487
H -4.506 0.629 1.743
C 6.862 3.291 -1.187
C 6.061 2.229 -0.655
C 5.022 2.464 0.194
N 4.769 3.642 0.721
C 5.645 4.636 0.418
C 6.748 4.527 -0.515
H 7.711 3.165 -1.871
H 6.025 1.178 -0.972
H 4.282 1.700 0.463
H 5.550 5.583 0.966
H 7.410 5.354 -0.804
```

The value obtained for the relative energy (zero: lowest compared OMol25 entry of this formula, charge and spin) is 47.9 kcal/mol. The spin multiplicity is 1. Its frontier orbital gap is 10.40 eV. Its SMILES is c1ccncc1.c1ccncc1.

Löwdin population analysis, charges in e, atoms 1 to 4: C -0.084; C -0.102; C -0.150; N 0.043